Entry 1:
ORCA calculation (ωB97M-V/def2-TZVPD) on a gas-phase ion, C10H13BF3NO8P (charge +1).

```
! wB97M-V def2-TZVPD RIJCOSX def2/J DEFGRID3
* xyz 1 1
C 1.840 -3.414 1.890
O 1.458 -2.071 2.260
B 1.787 -1.028 1.455
O 2.808 -0.179 1.689
C 0.879 -0.739 0.159
C 1.014 -1.506 -0.977
C 0.214 -1.265 -2.083
C 0.298 -2.149 -3.301
O -0.671 -2.733 -3.690
O 1.516 -2.284 -3.854
C -0.699 -0.223 -2.039
C -0.809 0.539 -0.912
C -1.760 1.703 -0.858
O -2.828 1.449 0.050
C -3.989 1.010 -0.518
F -3.768 -0.069 -1.286
F -4.815 0.699 0.448
F -4.531 1.948 -1.295
N -0.039 0.254 0.168
C -0.188 1.050 1.387
P 0.776 2.619 1.227
O 1.357 2.734 -0.110
O -0.246 3.778 1.600
O 1.804 2.555 2.430
H 2.739 -3.413 1.275
H 2.045 -3.956 2.806
H 1.020 -3.897 1.363
H 3.116 -0.230 2.603
H 1.735 -2.310 -1.003
H 2.095 -1.546 -3.625
H -1.327 -0.009 -2.891
H -2.119 1.912 -1.862
H -1.241 2.599 -0.523
H 0.147 0.506 2.265
H -1.234 1.285 1.561
H -1.044 3.475 2.048
H 2.662 2.905 2.143
*
```

Calculated values
LUMO level, eV: -4.7
Gap between HOMO and LUMO, eV: 9.4
SMILES string: COB(O)c1cc(C(=O)O)cc(COC(F)(F)F)[n+]1CP(=O)(O)O
F_max, Eh/bohr: 0.0153
Highest occupied orbital energy, hartree: -0.520

Atomic partial charges in e from the natural (NBO) method, atoms 1 to 8: atom 1 (C): -0.25, atom 2 (O): -0.74, atom 3 (B): 1.14, atom 4 (O): -0.86, atom 5 (C): 0.00, atom 6 (C): -0.21, atom 7 (C): -0.02, atom 8 (C): 0.75

Entry 2:
ORCA calculation (ωB97M-V/def2-TZVPD) on 2 unconnected molecules or ions with the total composition C10H13BrS at a distorted geometry.

```
! wB97M-V def2-TZVPD RIJCOSX def2/J DEFGRID3
* xyz 0 1
C -0.213 1.313 0.966
C -0.789 2.366 0.410
C 0.275 0.311 0.053
C 0.758 0.808 -1.086
C -0.844 2.581 -1.098
C 0.321 1.905 -1.693
C -1.395 -1.378 -0.455
C 0.130 -1.658 1.676
C 1.261 -1.848 -0.408
C 0.017 -1.134 0.228
S 2.991 0.092 1.800
Br 1.179 2.625 -3.286
H -0.344 1.026 2.135
H -1.170 3.213 0.950
H -1.827 2.286 -1.383
H -0.697 3.522 -1.459
H -2.141 -0.928 0.150
H -1.460 -1.039 -1.597
H -1.593 -2.443 -0.526
H -0.616 -1.256 2.345
H 1.258 -1.527 2.073
H 0.169 -2.723 1.672
H 1.367 -2.929 -0.061
H 2.112 -1.454 0.105
H 1.249 -1.732 -1.511
*
```

Calculated values
LUMO level (spin up / spin down), eV: -2.6 / -2.5
Gap between HOMO and LUMO (spin up / spin down), eV: 5.6 / 5.9
F_max, Eh/bohr: 0.0776
Highest occupied orbital energy (spin up / spin down), hartree: -0.300 / -0.311

Atomic partial charges in e from the natural (NBO) method, atoms 1 to 8: atom 1 (C): -0.25, atom 2 (C): -0.11, atom 3 (C): 0.05, atom 4 (C): -0.06, atom 5 (C): -0.52, atom 6 (C): -0.06, atom 7 (C): -0.60, atom 8 (C): -0.60

Entry 3:
ORCA calculation (ωB97M-V/def2-TZVPD) on a molecular structure, C10H13Cl3N5OZr at a distorted geometry.

```
! wB97M-V def2-TZVPD RIJCOSX def2/J DEFGRID3
* xyz 3 1
Zr -0.681 0.517 0.086
Cl -6.765 2.193 -3.378
C -5.335 1.496 -2.772
C -4.583 2.221 -1.835
C -3.453 1.592 -1.407
Cl -2.375 2.392 -0.168
C -3.018 0.347 -1.818
O -1.838 -0.104 -1.235
C -3.774 -0.353 -2.730
Cl -3.280 -1.898 -3.264
C -4.943 0.236 -3.207
H -4.894 3.198 -1.490
H -5.548 -0.296 -3.928
C 2.539 -3.146 0.370
N 2.841 -1.872 1.080
C 4.192 -1.789 1.698
C 2.014 -0.866 1.054
N 0.830 -0.900 0.383
N 2.379 0.280 1.737
C 1.799 1.528 1.801
N 2.433 2.408 2.543
N 0.664 1.831 1.152
H 3.081 -3.938 0.875
H 2.872 -3.078 -0.665
H 1.482 -3.392 0.439
H 4.577 -2.798 1.773
H 4.141 -1.408 2.720
H 4.853 -1.185 1.078
H 0.742 -1.762 -0.149
H 3.223 0.182 2.282
H 3.282 2.194 3.049
H 2.086 3.352 2.655
H 0.458 2.818 1.272
*
```

Calculated values
LUMO level, eV: -12.3
Gap between HOMO and LUMO, eV: 5.0
F_max, Eh/bohr: 0.0256
Highest occupied orbital energy, hartree: -0.639

Atomic partial charges in e from the natural (NBO) method, atoms 1 to 8: atom 1 (Zr): 2.48, atom 2 (Cl): 0.16, atom 3 (C): 0.00, atom 4 (C): -0.23, atom 5 (C): -0.01, atom 6 (Cl): 0.05, atom 7 (C): 0.21, atom 8 (O): -0.75